Density functional theory data (ωB97M-V/def2-TZVPD) for one molecule with the formula C3H9BNO3P.

Last column: Mulliken charge in e.
Geometry (Å):
N (0.510711, -0.592970, -2.961376)  -0.78
P (-0.392854, -0.353521, -1.720503)  0.77
O (-0.595541, 1.175789, -1.248350)  -0.54
O (-1.932140, -0.757761, -1.907573)  -0.57
B (0.173834, -1.398745, -0.202482)  0.26
C (-0.156669, -0.909049, 1.238873)  -0.59
C (0.795946, 0.244508, 1.574491)  0.15
C (0.263920, 1.564583, 1.940733)  -0.62
O (0.785575, 0.660117, 2.919078)  -0.43
H (0.821829, 0.241190, -3.441606)  0.22
H (0.251193, 1.633456, -1.195151)  0.32
H (-2.031533, -1.253798, -2.730667)  0.34
H (0.817188, -2.372480, -0.414222)  -0.04
H (0.034680, -1.663502, 1.998244)  0.24
H (-1.170591, -0.525053, 1.323022)  0.28
H (1.759474, 0.226599, 1.085318)  0.44
H (-0.812561, 1.640144, 1.943391)  0.25
H (0.877538, 2.440494, 1.798779)  0.31

Force components x, y, z for each atom (eV/Å):
0.145 0.275 0.563
0.684 -0.336 -0.445
-0.116 0.104 0.171
-0.318 -0.080 0.075
-0.371 -0.043 -0.007
0.677 0.322 0.048
-0.623 0.098 -0.385
0.191 -0.678 0.030
0.147 0.062 0.193
-0.151 -0.113 -0.368
-0.023 0.062 0.011
-0.031 0.053 -0.038
-0.025 -0.028 -0.090
-0.179 -0.206 0.017
-0.191 -0.085 0.075
0.431 -0.072 0.195
-0.115 0.392 0.037
-0.131 0.273 -0.082

Calculated values
Orbital gap = 8.772 eV
LUMO level = -0.48 eV
E_tot = -766.3653 hartree
SMILES = N=P(O)(O)BC[C@H]1CO1